Model one:
Density functional theory data (ωB97M-V with the def2-TZVPD basis set) for a structure of composition C49H41BrIN7O4PbS.

Atoms and positions in Å:
Pb -0.2848 -0.3805 1.2367
C 3.9701 -2.0426 2.8948
C 3.6953 -2.4792 1.4988
N 4.7402 -2.5918 0.6855
C 4.5615 -3.1059 -0.5258
C 3.3300 -3.4015 -1.0838
C 3.3306 -3.7609 -2.5568
O 2.3786 -3.0825 -3.3878
C 2.1699 -3.1792 -0.3136
C 0.8710 -3.4130 -0.8830
N -0.2481 -2.9827 -0.3759
C -1.4700 -3.2493 -0.9671
C -1.6827 -3.1694 -2.3911
C -2.9398 -3.3303 -2.9476
C -4.0224 -3.6833 -2.1295
C -3.8447 -3.8555 -0.7523
C -2.6083 -3.5963 -0.1465
I -2.2908 -3.9913 1.8722
C 2.3242 -2.7199 1.0418
O 1.3459 -2.4222 1.8208
H 5.0533 -2.0707 3.0514
H 3.4938 -2.6643 3.6516
H 3.5939 -1.0291 3.0789
H 5.4992 -3.2678 -1.0868
H 3.2183 -4.8477 -2.6992
H 4.3314 -3.5005 -2.9100
H 2.0227 -2.2950 -2.9187
H 0.8006 -3.9349 -1.8354
H -0.7798 -2.9404 -2.9922
H -3.0828 -3.2415 -4.0349
H -5.0286 -3.8161 -2.5657
H -4.6597 -4.2255 -0.1219
Br -9.8091 -0.8416 -1.1363
C -8.7186 0.7196 -1.0087
C -7.9011 0.8931 0.1173
C -7.1828 2.0360 0.2577
C -7.2395 3.0207 -0.7538
C -8.1099 2.9028 -1.8494
C -8.8115 1.7150 -1.9944
N -6.1911 3.9660 -0.8645
N -5.6340 4.2747 0.2556
C -4.3563 3.7791 0.3945
C -3.7204 4.3046 1.5324
C -2.7308 3.5942 2.1357
C -2.2426 2.3359 1.6324
O -1.2724 1.7305 2.2075
C -2.8625 1.8744 0.4081
N -2.3635 0.7273 -0.0857
C -2.7872 0.2789 -1.2368
C -3.7549 0.9368 -1.9818
C -4.2566 2.1276 -1.5205
C -3.8528 2.6214 -0.2613
H -7.8716 0.0788 0.8473
H -6.5506 2.1473 1.1411
H -8.1567 3.6784 -2.6279
H -9.4352 1.5326 -2.8739
H -4.1598 5.2050 1.9362
H -2.2782 3.9393 3.0755
H -2.3387 -0.6556 -1.5904
H -4.0704 0.5132 -2.9454
H -4.9396 2.7207 -2.1154
C -0.0801 0.6159 -3.4811
O 0.3621 -0.5678 -2.8159
H -0.6972 0.3147 -4.3342
H 0.7418 1.2261 -3.8474
H -0.7046 1.2641 -2.8382
H 0.7615 -0.2365 -1.9640
C 0.9781 0.6758 6.7230
N 0.7455 -0.5867 6.0223
C 0.3947 -1.8231 6.5742
C 0.3219 -2.6843 5.5306
N 0.5932 -2.0231 4.3558
C 0.8922 -0.7287 4.6601
S 1.3555 0.4961 3.6284
H 0.6524 0.5766 7.7483
H 0.4558 1.4925 6.2021
H 2.0443 0.9223 6.7386
H 0.2012 -1.9254 7.6553
H 0.0943 -3.7553 5.4956
H 0.8501 -2.3794 3.3960
C 1.2940 0.3986 -0.2196
C 2.4149 0.8984 -0.4799
C 3.6424 1.4573 -0.8444
C 4.5285 1.9621 0.2013
C 5.9178 2.0912 0.0406
C 6.7514 2.4356 1.1079
C 6.2078 2.6459 2.3792
C 4.8060 2.5425 2.5377
C 3.9815 2.2461 1.4613
C 4.0390 1.4442 -2.2338
C 3.5094 0.4635 -3.0943
C 3.7910 0.4936 -4.4576
C 4.5913 1.5033 -5.0018
C 5.0984 2.4779 -4.1587
C 4.8596 2.4618 -2.7921
H 6.3786 1.9233 -0.9388
H 7.8269 2.5388 0.9196
H 6.8097 2.9514 3.2264
H 4.3689 2.6283 3.5333
H 2.9152 2.2173 1.6185
H 2.8610 -0.3032 -2.6671
H 3.3923 -0.2870 -5.0961
H 4.8428 1.5259 -6.0635
H 5.7259 3.2531 -4.5588
H 5.2937 3.2705 -2.1708

## Properties
- gap between HOMO and LUMO (spin up / spin down) (eV) = 3.55 / 3.60
- charge = -2
- molecular weight (g mol⁻¹) = 1238.0
- lowest unoccupied orbital energy (spin up / spin down) (eV) = 3.15 / 3.21
- HOMO level (spin up / spin down) (Ha) = -0.014 / -0.014

Atomic partial charges in e from the Löwdin method, atoms 1 to 2: 1.2012, -0.0452



Model two:
Density functional theory data (ωB97M-V with the def2-TZVPD basis set) for a structure of composition C49H41BrIN7O4PbS.

Atoms and positions in Å:
Pb -0.5864 1.8920 -0.1766
C 2.5065 4.3554 -3.5143
C 1.3728 3.5705 -4.0983
N 1.5496 3.1545 -5.3334
C 0.5165 2.5348 -5.9242
C -0.6773 2.2900 -5.2871
C -1.6676 1.3469 -5.8454
O -2.8340 2.0206 -6.2470
C -0.9435 2.8676 -3.9933
C -2.2641 3.0140 -3.3927
N -2.4370 3.1472 -2.1044
C -3.6601 2.8399 -1.5213
C -4.5293 1.8987 -2.1007
C -5.7295 1.6495 -1.4737
C -6.1221 2.3354 -0.3510
C -5.2756 3.3232 0.2294
C -4.0362 3.4955 -0.3743
I -2.7708 5.1136 0.2834
C 0.1590 3.4332 -3.3286
O 0.3138 3.6034 -2.0739
H 3.3823 4.4614 -4.1771
H 2.1137 5.3547 -3.4014
H 2.6631 4.0871 -2.4755
H 0.7102 2.2479 -6.9816
H -1.1859 0.7871 -6.7104
H -1.9248 0.6110 -5.1118
H -2.7392 2.4779 -7.0902
H -3.1298 2.9426 -4.0877
H -4.1603 1.2306 -2.9090
H -6.4110 0.8652 -1.8374
H -7.0734 2.0352 0.1170
H -5.5932 3.9570 1.0784
Br 6.4017 -4.6901 -0.3939
C 5.3209 -5.1450 -1.8987
C 4.1913 -5.9397 -1.7560
C 3.1162 -5.6886 -2.5747
C 3.2175 -4.6492 -3.5075
C 4.4987 -4.1511 -3.8909
C 5.5384 -4.4164 -3.0823
N 2.1970 -3.8065 -3.7468
N 0.9960 -4.0937 -3.2710
C 0.2870 -2.9913 -2.8352
C -1.0030 -3.2454 -2.3512
C -1.6925 -2.2503 -1.6827
C -1.1143 -0.9687 -1.5494
O -1.7806 0.1188 -1.2561
C 0.3378 -0.8099 -1.8187
N 0.9593 0.2396 -1.2229
C 2.2946 0.3151 -1.4900
C 2.8921 -0.3319 -2.5630
C 2.1831 -1.3140 -3.2384
C 0.9721 -1.7323 -2.6561
H 4.0193 -6.6543 -0.9583
H 2.1458 -6.1722 -2.5360
H 4.4422 -3.5057 -4.7444
H 6.5602 -4.0531 -3.3492
H -1.3959 -4.2720 -2.5157
H -2.7214 -2.4429 -1.4061
H 2.8740 0.9521 -0.8574
H 3.9687 -0.1616 -2.7337
H 2.5604 -1.6865 -4.1921
C 0.0926 -2.8734 1.4245
O 0.9276 -1.7537 1.6111
H 0.3885 -3.6126 2.1872
H 0.2142 -3.2962 0.4091
H -1.0012 -2.6606 1.5284
H 0.4534 -0.9258 1.3814
C 5.2255 3.4451 2.3349
N 4.2522 2.4012 2.7888
C 4.4736 1.5257 3.8409
C 3.3898 0.6855 3.9414
N 2.5026 1.0719 2.9264
C 3.0283 2.1026 2.2151
S 2.3462 2.9434 0.9969
H 5.1025 4.3579 2.9834
H 4.9877 3.6843 1.2738
H 6.2178 3.0476 2.4726
H 5.2997 1.7429 4.5292
H 3.1604 -0.1459 4.6773
H 1.5127 0.8514 2.8125
C -0.5903 0.5354 1.6459
C -1.1299 0.1726 2.7016
C -1.6115 -0.2232 3.9622
C -3.0307 -0.0761 4.2088
C -3.7510 -0.9395 5.0161
C -5.1141 -0.6812 5.3208
C -5.7466 0.3832 4.7200
C -5.0857 1.1165 3.7232
C -3.7175 0.8924 3.4785
C -0.8073 -0.9025 4.9445
C 0.4170 -1.5491 4.6542
C 1.0493 -2.3272 5.6179
C 0.4528 -2.5899 6.8340
C -0.6785 -1.8424 7.1791
C -1.2000 -0.8982 6.3227
H -3.3132 -1.8873 5.3912
H -5.6193 -1.2820 6.0609
H -6.7809 0.6250 4.9875
H -5.5918 1.7631 3.0175
H -3.1670 1.4751 2.7695
H 0.8291 -1.4844 3.6473
H 2.0258 -2.7373 5.3571
H 0.9105 -3.3030 7.6092
H -1.1883 -1.9983 8.1477
H -1.9385 -0.2298 6.6403

## Properties
- gap between HOMO and LUMO (spin up / spin down) (eV) = 3.60 / 3.60
- charge = -2
- molecular weight (g mol⁻¹) = 1238.0
- lowest unoccupied orbital energy (spin up / spin down) (eV) = 3.08 / 3.08
- HOMO level (spin up / spin down) (Ha) = -0.019 / -0.019

Atomic partial charges in e from the Löwdin method, atoms 1 to 2: 1.2437, -0.0445



Out of the structures above, which one is the most stable? Solution: model one.